A structure of composition C15H13BBr2O9S, computed with wB97M-V/def2-TZVPD.

Values from the calculation:
* E: -6827.6543 Ha
* multiplicity: 1
* highest occupied orbital energy: -0.330 Ha
* orbital gap: 7.5 eV

Each line ends with the Mulliken charge.
Geometry (Å):
C: 0.291 1.180 1.797  -1.20
C: -1.003 0.863 1.122  0.67
Br: -2.502 1.734 1.867  -0.10
C: -1.128 0.001 0.109  -0.14
Br: -2.787 -0.482 -0.662  -0.09
O: -0.027 -0.665 -0.372  -0.25
S: 0.783 -0.044 -1.691  0.68
O: 1.272 1.258 -1.297  -0.51
O: -0.383 0.308 -2.725  -0.35
B: -0.572 1.714 -2.901  0.65
O: 0.057 2.323 -3.925  -0.45
O: -1.481 2.339 -2.092  -0.44
H: 0.178 2.089 2.368  0.45
H: 0.512 0.391 2.511  0.27
H: 1.101 1.298 1.098  0.19
H: -0.375 3.149 -4.134  0.31
H: -1.104 3.105 -1.657  0.30
C: 6.901 0.265 -3.306  -0.40
C: 6.362 -0.216 -4.422  -0.37
C: 4.902 -0.120 -4.676  0.24
O: 4.411 -0.561 -5.692  -0.54
C: 4.070 0.536 -3.637  -0.30
C: 4.607 1.019 -2.521  -0.28
C: 6.067 0.922 -2.266  0.32
O: 6.560 1.361 -1.251  -0.54
H: 7.962 0.205 -3.099  0.41
H: 6.952 -0.697 -5.192  0.41
H: 3.008 0.601 -3.842  0.50
H: 4.013 1.499 -1.753  0.55
C: -3.799 -3.037 4.225  -0.34
C: -4.809 -3.382 5.018  -0.36
C: -5.978 -2.486 5.211  0.34
O: -6.897 -2.800 5.934  -0.55
C: -5.976 -1.192 4.482  -0.43
C: -4.966 -0.847 3.689  -0.18
C: -3.796 -1.742 3.498  0.36
O: -2.878 -1.428 2.774  -0.36
H: -2.937 -3.674 4.070  0.42
H: -4.831 -4.321 5.556  0.39
H: -6.838 -0.556 4.636  0.41
H: -4.944 0.090 3.149  0.32